# 1
The following is a quantum chemistry calculation of a molecular structure, C31H35InN11O4, from the OMol25 dataset.

Last column: Löwdin charge in e.
Positions of all 82 atoms, in Å:
In1 -0.878 -0.707 1.029  1.161
C1 -1.991 -1.699 4.495  -0.042
O1 -1.466 -0.708 3.630  -0.149
C2 -0.653 0.245 4.165  -0.226
C3 -0.265 0.316 5.496  -0.004
C4 0.519 1.368 5.941  -0.061
C5 0.923 2.376 5.078  -0.066
C6 0.536 2.329 3.756  0.006
C7 -0.243 1.270 3.289  -0.200
N1 -0.736 1.261 2.004  -0.022
N2 -0.816 2.340 1.375  0.124
C8 -1.460 2.583 0.248  -0.161
C9 -2.411 1.682 -0.342  -0.353
O2 -2.624 0.498 0.081  -0.086
C10 -3.223 2.197 -1.406  -0.014
C11 -3.024 3.433 -1.927  0.005
C12 -2.037 4.317 -1.406  -0.169
C13 -1.813 5.584 -1.965  -0.022
C14 -0.885 6.439 -1.420  -0.068
C15 -0.166 6.051 -0.289  -0.057
C16 -0.353 4.804 0.263  -0.014
C17 -1.282 3.913 -0.286  -0.096
H1 -2.665 -1.241 5.225  0.115
H2 -2.550 -2.386 3.860  0.106
H3 -1.193 -2.244 5.007  0.098
H4 -0.588 -0.425 6.206  0.111
H5 0.799 1.404 6.981  0.111
H6 1.518 3.200 5.443  0.111
H7 0.801 3.119 3.068  0.106
H8 -3.981 1.532 -1.798  0.121
H9 -3.627 3.771 -2.760  0.125
H10 -2.382 5.877 -2.834  0.115
H11 -0.717 7.414 -1.852  0.108
H12 0.547 6.728 0.156  0.109
H13 0.206 4.494 1.132  0.097
C18 3.006 -0.061 0.218  -0.010
N3 3.166 -1.346 0.869  -0.062
C19 4.417 -2.061 0.692  -0.138
C20 4.237 -3.535 1.019  -0.144
C21 3.585 -3.655 2.385  -0.138
N4 2.361 -2.880 2.421  -0.062
C22 1.351 -3.294 3.362  -0.013
C23 2.214 -1.733 1.738  -0.438
O3 1.209 -0.989 1.917  -0.060
H14 3.824 0.101 -0.478  0.098
H15 3.000 0.748 0.954  0.103
H16 2.055 -0.029 -0.325  0.058
H17 5.187 -1.623 1.342  0.136
H18 4.740 -1.948 -0.347  0.130
H19 5.206 -4.033 1.020  0.126
H20 3.595 -4.011 0.278  0.074
H21 4.269 -3.304 3.167  0.136
H22 3.332 -4.698 2.588  0.130
H23 1.109 -4.346 3.214  0.104
H24 0.461 -2.696 3.192  0.061
H25 1.703 -3.151 4.387  0.107
C24 -1.839 -1.633 -5.401  -0.088
C25 -1.719 -0.124 -5.584  -0.395
C26 -0.300 0.261 -5.995  -0.066
C27 -2.176 0.639 -4.326  -0.109
N5 -1.387 0.345 -3.163  -0.068
C28 -1.435 -0.705 -2.332  -0.099
N6 -0.526 -0.516 -1.399  -0.018
N7 0.052 0.653 -1.665  0.011
N8 -0.446 1.163 -2.710  0.114
H26 -1.768 -2.128 -6.365  0.090
H27 -2.789 -1.909 -4.950  0.080
H28 -1.035 -2.022 -4.783  0.039
H29 -2.404 0.186 -6.377  0.140
H30 0.419 0.061 -5.201  0.074
H31 -0.243 1.316 -6.257  0.082
H32 -0.003 -0.318 -6.866  0.085
H33 -3.215 0.381 -4.103  0.135
H34 -2.090 1.716 -4.485  0.133
H35 -2.084 -1.553 -2.401  0.139
O4 -0.679 -2.865 0.611  -0.200
N9 -0.957 -3.130 -0.626  -0.044
C29 -0.299 -4.028 -1.284  -0.283
C30 -0.639 -4.175 -2.652  -0.155
N10 -0.884 -4.223 -3.770  0.204
C31 0.820 -4.749 -0.795  -0.126
N11 1.774 -5.233 -0.380  0.210

## Properties
**Net charge**: +1
**Relative energy (zero: lowest compared OMol25 entry of this formula, charge and spin)**: 24.85 kcal per mole
**Kohn-Sham gap**: 6.7 eV
**Molar mass**: 740.5 g mol⁻¹
**Multiplicity**: 1
**HOMO**: -0.3759 Eh
**LUMO energy**: -3.561 eV
**F_max**: 3.20 eV Å⁻¹

***

# 2
The following is a quantum chemistry calculation of a molecular structure, C7H4ClMnNO8, from the OMol25 dataset.

Last column: Löwdin spin population.
Positions of all 22 atoms, in Å:
Mn1 -1.658 -1.293 1.379  0.001
O1 -2.267 0.327 0.602  0.000
C1 -1.576 1.088 -0.109  0.000
C2 -0.220 0.913 -0.481  0.000
C3 0.371 1.899 -1.295  0.000
C4 1.672 1.762 -1.671  0.000
C5 2.440 0.657 -1.265  0.000
C6 1.887 -0.311 -0.477  0.000
C7 0.536 -0.218 -0.056  0.000
O2 0.070 -1.165 0.689  0.000
N1 2.287 2.789 -2.518  0.000
O3 3.449 2.631 -2.832  0.000
O4 1.595 3.731 -2.850  0.000
H1 -2.094 1.980 -0.472  0.000
H2 -0.198 2.760 -1.621  0.000
H3 3.469 0.593 -1.590  0.000
H4 2.455 -1.170 -0.151  0.000
O5 -3.872 -3.860 3.732  0.324
Cl1 -2.472 -4.154 3.421  0.346
O6 -1.927 -5.393 3.983  0.326
O7 -1.577 -1.096 2.913  0.002
O8 -2.371 -2.470 0.669  0.002

## Properties
**Relative energy (zero: lowest compared OMol25 entry of this formula, charge and spin)**: 0.00 kcal per mole
**Expectation value of S²**: 0.755
**Kohn-Sham gap (alpha / beta)**: 7.7 / 8.0 eV
**Molar mass**: 320.5 g mol⁻¹
**Multiplicity**: 2
**HOMO (alpha / beta)**: -0.3580 / -0.3719 Eh
**LUMO energy (alpha / beta)**: -2.060 / -2.071 eV
**F_max**: 0.41 eV Å⁻¹

***

# 3
The following is a quantum chemistry calculation of a molecular structure, C27H29B2BrF4IN8O6V, from the OMol25 dataset.

Last column: Löwdin spin population.
Positions of all 79 atoms, in Å:
V1 0.038 0.097 -1.721  0.005
C1 3.140 -2.813 -2.036  0.000
C2 2.330 -1.582 -1.963  0.000
N1 1.166 -1.511 -1.391  0.000
O1 0.836 -2.506 -0.585  0.001
B1 -0.563 -3.127 -0.668  0.000
F1 -0.623 -4.026 0.318  0.000
F2 -0.763 -3.539 -1.952  0.000
O2 -1.565 -2.022 -0.362  0.000
N2 -1.574 -1.182 -1.396  0.000
C3 -2.625 -1.064 -2.138  0.000
C4 -3.888 -1.807 -1.975  0.000
C5 -2.372 -0.084 -3.266  0.000
N3 -1.176 0.305 -3.089  0.000
O3 -0.162 1.007 -3.431  -0.001
B2 2.361 2.321 -3.901  0.000
F3 2.491 3.582 -4.148  0.000
F4 2.340 1.385 -4.812  0.000
O4 2.256 1.971 -2.542  0.000
N4 1.995 0.669 -2.202  0.000
C6 2.836 -0.267 -2.454  0.000
C7 4.184 -0.135 -3.046  0.000
C8 -3.289 0.325 -4.349  0.000
H1 2.579 -3.672 -1.673  0.000
H2 4.054 -2.709 -1.449  0.000
H3 3.441 -2.974 -3.075  0.000
H4 -3.789 -2.567 -1.203  0.000
H5 -4.161 -2.278 -2.922  0.000
H6 -4.694 -1.118 -1.711  0.000
H7 4.495 0.902 -3.149  0.000
H8 4.205 -0.618 -4.026  0.000
H9 4.903 -0.655 -2.413  0.000
H10 -4.002 -0.465 -4.573  0.000
H11 -2.737 0.592 -5.248  0.000
H12 -3.840 1.210 -4.014  0.000
O5 -3.450 1.625 1.892  0.001
C9 -2.588 2.666 1.696  0.000
C10 -2.925 3.988 1.956  0.000
C11 -1.991 4.983 1.731  0.000
C12 -0.715 4.678 1.259  0.000
C13 -0.380 3.362 1.017  0.001
C14 -1.316 2.350 1.220  0.006
C15 -1.008 0.916 0.973  0.018
O6 -0.245 0.723 -0.237  -0.003
N5 -0.216 0.303 2.033  0.224
N6 0.859 -0.383 1.795  0.162
C16 1.376 -1.068 2.793  -0.010
C17 2.659 -1.621 2.697  0.136
Br1 3.811 -0.996 1.347  0.042
C18 3.229 -2.475 3.641  0.089
C19 2.571 -3.283 4.590  0.063
C20 3.348 -3.751 5.686  0.068
C21 2.769 -4.500 6.681  0.002
C22 1.420 -4.843 6.582  0.117
C23 0.649 -4.450 5.480  0.009
C24 1.210 -3.682 4.492  0.054
H13 -4.273 1.937 2.296  0.000
H14 -3.907 4.233 2.337  0.000
H15 -2.257 6.011 1.935  0.000
H16 0.003 5.464 1.087  0.000
H17 0.608 3.115 0.648  0.000
H18 -1.929 0.328 0.833  0.007
H19 -0.646 0.343 2.961  0.004
H20 0.855 -1.150 3.746  -0.002
H21 4.314 -2.515 3.649  0.002
H22 4.394 -3.484 5.741  0.002
H23 3.353 -4.833 7.526  -0.001
H24 0.970 -5.453 7.354  0.005
H25 -0.375 -4.780 5.399  -0.001
H26 0.645 -3.454 3.600  0.000
I1 -0.939 6.741 -3.253  0.000
C25 -1.668 4.958 -2.548  0.000
C26 -2.953 4.666 -2.141  0.000
N7 -2.947 3.375 -1.752  0.000
N8 -1.730 2.802 -1.869  0.000
C27 -0.957 3.764 -2.356  0.000
H27 -3.838 5.273 -2.094  0.000
H28 -3.712 2.871 -1.329  0.000
H29 0.094 3.597 -2.531  0.000

## Properties
**Net charge**: +3
**Relative energy (zero: lowest compared OMol25 entry of this formula, charge and spin)**: 33.34 kcal per mole
**Expectation value of S²**: 0.818
**Kohn-Sham gap (alpha / beta)**: 3.8 / 3.8 eV
**Molar mass**: 916.9 g mol⁻¹
**Multiplicity**: 2
**HOMO (alpha / beta)**: -0.5473 / -0.5473 Eh
**LUMO energy (alpha / beta)**: -11.097 / -11.085 eV
**F_max**: 0.58 eV Å⁻¹

***

# 4
The following is a quantum chemistry calculation of a molecular structure, C22H51BCaN4O2Si2, from the OMol25 dataset.

Last column: Löwdin charge in e.
Positions of all 83 atoms, in Å:
O1 -0.990 -2.498 -1.545  -0.248
O2 -2.277 -0.528 -2.532  -0.262
C1 0.136 -3.379 -1.662  -0.246
C2 0.956 -3.524 -0.397  -0.062
H1 0.736 -2.933 -2.464  0.108
H2 -0.216 -4.364 -2.003  0.113
H3 1.241 -2.556 0.036  0.071
H4 1.872 -4.063 -0.652  0.081
H5 0.422 -4.112 0.358  0.076
C3 -1.996 -2.908 -0.593  -0.249
C4 -2.791 -4.104 -1.054  -0.058
H6 -2.638 -2.027 -0.463  0.087
H7 -1.502 -3.081 0.377  0.113
H8 -3.224 -3.921 -2.045  0.062
H9 -3.604 -4.274 -0.345  0.083
H10 -2.171 -5.003 -1.087  0.073
C5 -3.423 0.340 -2.482  -0.241
C6 -1.939 -0.981 -3.857  -0.254
C7 -4.083 0.174 -1.138  -0.058
H11 -4.123 0.062 -3.287  0.113
H12 -3.095 1.383 -2.651  0.103
H13 -4.509 -0.834 -1.053  0.084
H14 -4.902 0.892 -1.046  0.082
H15 -3.395 0.335 -0.302  0.062
C8 -2.907 -2.003 -4.392  -0.055
H16 -0.927 -1.403 -3.775  0.106
H17 -1.889 -0.111 -4.532  0.106
H18 -2.974 -2.865 -3.723  0.059
H19 -2.540 -2.352 -5.360  0.084
H20 -3.897 -1.563 -4.537  0.073
H21 -0.926 -0.594 -1.419  0.092
Ca1 0.909 1.355 1.029  1.203
C9 -0.229 0.200 -0.823  -0.269
Si1 0.632 1.264 -2.140  0.469
H22 -0.938 0.746 -0.171  -0.001
H23 0.429 -0.472 -0.232  0.014
C10 1.716 0.081 -3.107  -0.153
C11 1.673 2.669 -1.402  -0.214
C12 -0.539 2.161 -3.292  -0.166
C13 3.285 0.578 0.783  -0.409
Si2 4.161 1.823 1.840  0.332
H24 3.656 0.455 -0.245  -0.048
H25 3.156 -0.430 1.221  -0.046
C14 4.955 3.116 0.719  -0.199
C15 5.510 1.092 2.925  -0.207
C16 2.936 2.712 2.993  -0.210
H26 0.004 2.994 -3.761  0.039
H27 -1.395 2.585 -2.752  0.031
H28 -0.927 1.529 -4.098  0.016
H29 2.632 -0.146 -2.543  0.035
H30 2.003 0.545 -4.062  0.039
H31 1.203 -0.865 -3.322  0.011
H32 2.560 2.319 -0.847  -0.013
H33 1.078 3.360 -0.774  0.038
H34 2.036 3.257 -2.259  0.048
H35 6.014 0.263 2.409  0.029
H36 5.104 0.708 3.871  0.019
H37 6.268 1.851 3.166  0.020
H38 2.094 2.090 3.352  0.002
H39 2.528 3.629 2.538  0.023
H40 3.490 3.022 3.893  0.034
H41 5.848 3.540 1.200  0.023
H42 4.271 3.946 0.493  0.018
H43 5.271 2.664 -0.231  0.029
B1 -1.944 -0.454 2.443  -0.416
N1 -0.608 -0.857 3.161  -0.083
C17 -0.466 -1.661 4.227  -0.090
C18 0.875 -1.643 4.608  -0.072
C19 1.517 -0.793 3.693  -0.148
N2 0.608 -0.293 2.814  -0.053
N3 -2.036 1.098 2.661  -0.080
C20 -2.863 1.774 3.477  -0.078
C21 -2.524 3.128 3.420  -0.075
C22 -1.457 3.213 2.512  -0.152
N4 -1.143 1.967 2.064  -0.101
H44 -2.877 -0.970 3.015  0.073
H45 -1.946 -0.754 1.275  0.044
H46 -1.319 -2.178 4.648  0.118
H47 1.329 -2.173 5.422  0.083
H48 2.570 -0.542 3.645  0.094
H49 -3.633 1.259 4.036  0.121
H50 -2.987 3.935 3.956  0.085
H51 -0.920 4.095 2.178  0.099

## Properties
**Relative energy (zero: lowest compared OMol25 entry of this formula, charge and spin)**: 0.00 kcal per mole
**Kohn-Sham gap**: 7.1 eV
**Molar mass**: 510.7 g mol⁻¹
**Multiplicity**: 1
**HOMO**: -0.2479 Eh
**LUMO energy**: 0.365 eV
**F_max**: 3.28 eV Å⁻¹

***

# 5
The following is a quantum chemistry calculation of 3 unconnected molecules or ions with the total composition C5H15NO4, from the OMol25 dataset.

Last column: natural (NBO) charge in e.
Positions of all 25 atoms, in Å:
C1 -1.314 -0.810 -0.368  -0.640
C2 -0.641 -1.038 0.963  -0.165
C3 -1.704 -0.860 2.030  0.771
O1 -2.839 -1.238 2.068  -0.579
O2 -1.326 0.011 3.038  -0.705
N1 0.494 -0.098 1.325  -0.491
C4 0.581 1.128 0.566  -0.478
C5 1.771 -0.817 1.406  -0.406
H1 -0.718 -0.091 -0.937  0.244
H2 -2.354 -0.426 -0.255  0.241
H3 -1.389 -1.725 -1.002  0.216
H4 -0.265 -2.063 0.967  0.226
H5 -0.326 0.196 2.802  0.498
H6 -0.288 1.806 0.338  0.243
H7 1.100 1.938 1.141  0.214
H8 0.918 1.079 -0.500  0.205
H9 2.483 -0.566 0.581  0.185
H10 2.359 -0.532 2.308  0.205
H11 1.574 -1.907 1.262  0.203
O3 1.488 0.747 -2.810  -0.957
H12 2.149 0.075 -3.014  0.494
H13 1.468 1.380 -3.530  0.482
O4 -1.184 1.390 -2.461  -0.959
H14 -0.277 1.203 -2.722  0.481
H15 -1.759 1.217 -3.196  0.471

## Properties
**Relative energy (zero: lowest compared OMol25 entry of this formula, charge and spin)**: 45.16 kcal per mole
**SMILES**: C[C@H](C(=O)O)N(C)C.O.O
**Kohn-Sham gap**: 9.0 eV
**Molar mass**: 153.2 g mol⁻¹
**Multiplicity**: 1
**HOMO**: -0.3319 Eh
**LUMO energy**: 0.006 eV
**F_max**: 3.53 eV Å⁻¹